156
Properties=species:S:1:pos:R:3:mulliken_charge:R:1 method="wB97M-V/def2-TZVPD" e_tot_ev=-195989.1250 e_homo_ev=-9.90 homo_lumo_gap_ha=0.3344 total_charge=0 spin_multiplicity=1 fmax_ev_per_a=6.4
C 19.4650 8.0819 -0.2364 -0.23
C 20.2566 8.4057 -1.5450 -0.25
O 19.9911 7.3818 -2.4247 -0.35
S 18.5281 6.6219 -2.1876 1.08
O 18.5450 5.2032 -2.4954 -0.49
O 17.5136 7.4870 -2.8455 -0.53
O 18.5545 7.0061 -0.5684 -0.30
H 18.8036 8.9113 0.0140 0.25
H 20.0993 7.7115 0.5690 0.27
H 21.3308 8.4313 -1.3619 0.27
H 19.9368 9.3374 -2.0119 0.27
C 17.5093 -6.1421 -12.1385 -0.28
C 18.8002 -5.4470 -11.6810 -0.22
O 19.7179 -6.4568 -11.2424 -0.32
S 19.1011 -8.0429 -11.5006 1.05
O 19.2509 -8.9066 -10.2970 -0.50
O 19.6014 -8.6643 -12.7685 -0.51
O 17.5217 -7.4476 -11.5943 -0.31
H 17.3906 -6.1519 -13.2220 0.27
H 16.6720 -5.6314 -11.6630 0.27
H 18.6067 -4.7226 -10.8899 0.29
H 19.2831 -5.1175 -12.6010 0.26
C 22.6566 -3.4210 -6.0501 -0.28
C 23.3833 -2.7662 -7.1904 -0.20
O 24.7694 -2.9808 -6.9936 -0.33
S 24.8870 -4.4117 -6.1832 1.09
O 26.1429 -4.4346 -5.4201 -0.54
O 24.6236 -5.5186 -7.0697 -0.54
O 23.5822 -4.1390 -5.2927 -0.27
H 21.9919 -4.2535 -6.2805 0.27
H 22.1227 -2.7924 -5.3374 0.26
H 23.1775 -1.6959 -7.2086 0.29
H 23.0912 -3.1070 -8.1837 0.25
C 14.7881 -0.9759 -2.5785 -0.30
C 16.3091 -1.2896 -2.7383 -0.25
O 16.5827 -1.1469 -4.0664 -0.29
S 15.2525 -1.1444 -5.0266 1.06
O 15.2369 -2.2720 -5.9722 -0.51
O 14.9656 0.2301 -5.4972 -0.52
O 14.2286 -1.4974 -3.7508 -0.30
H 14.5363 0.0847 -2.5812 0.28
H 14.2747 -1.3783 -1.7052 0.29
H 16.6832 -2.2456 -2.3720 0.28
H 16.9892 -0.5731 -2.2777 0.25
C 17.3688 6.2981 -9.3125 -0.23
C 18.2819 7.4939 -9.3756 -0.21
O 17.4364 8.6006 -9.5042 -0.33
S 16.1911 8.1424 -10.5371 1.09
O 16.7387 8.0674 -11.9134 -0.53
O 14.9768 8.9330 -10.2231 -0.52
O 16.0997 6.6506 -9.9091 -0.29
H 17.1309 5.9929 -8.2935 0.25
H 17.7030 5.4276 -9.8770 0.25
H 19.0916 7.5204 -10.1049 0.28
H 18.6088 7.7079 -8.3580 0.24
C 6.3731 -3.1593 -0.7036 -0.21
C 7.5613 -2.4177 -1.3154 -0.23
O 7.1364 -1.1588 -1.7959 -0.31
S 5.5258 -0.8707 -1.6055 1.08
O 4.8242 -1.1402 -2.8745 -0.50
O 5.1782 0.4155 -0.9050 -0.52
O 5.3652 -2.1312 -0.5729 -0.35
H 6.5764 -3.5286 0.3016 0.27
H 6.0818 -4.0092 -1.3209 0.25
H 7.8930 -2.9534 -2.2048 0.26
H 8.4352 -2.4098 -0.6640 0.27
C 15.6694 -2.5290 6.0437 -0.29
C 14.8596 -2.1132 7.1264 -0.51
C 15.3419 -2.3681 8.4157 -0.27
C 16.6730 -2.6898 8.6256 0.18
C 17.4947 -2.8987 7.5321 -0.21
C 16.9778 -2.9092 6.2321 -0.58
N 17.1889 -2.6767 10.0726 0.87
O 18.2627 -3.2022 10.3220 -0.54
O 16.5424 -2.0212 10.9235 -0.53
H 15.1934 -2.6092 5.0775 0.36
H 13.8629 -1.7233 6.9817 0.38
H 14.6087 -2.2510 9.2000 0.36
H 18.5479 -3.0498 7.7173 0.40
H 17.6273 -3.1275 5.3973 0.37
C 9.7637 6.2894 -4.8036 -0.38
C 8.7739 6.2119 -3.8646 -0.42
C 7.7407 7.1674 -3.8381 -0.32
C 7.7579 8.2055 -4.7991 0.12
C 8.7155 8.1605 -5.7826 -0.24
C 9.6763 7.1627 -5.8273 -0.48
N 6.7649 9.2617 -4.6769 0.92
O 6.1060 9.3445 -3.6285 -0.58
O 6.5959 9.9559 -5.6442 -0.56
H 10.5630 5.5635 -4.7841 0.36
H 8.7221 5.4062 -3.1473 0.36
H 6.9344 7.1350 -3.1204 0.41
H 8.6399 8.9294 -6.5372 0.41
H 10.4560 7.0733 -6.5693 0.37
C 24.6253 0.8391 -1.8897 -0.29
C 25.8364 0.0810 -1.8738 -0.62
C 25.8337 -1.0391 -1.0243 -0.18
C 24.7973 -1.3941 -0.1299 0.02
C 23.6485 -0.5599 -0.1504 -0.10
C 23.5822 0.5580 -1.0256 -0.58
N 24.9002 -2.4763 0.8445 0.93
O 25.6985 -3.3728 0.6474 -0.56
O 24.1206 -2.4075 1.7814 -0.56
H 24.6324 1.5712 -2.6838 0.36
H 26.7035 0.3104 -2.4755 0.40
H 26.7246 -1.6488 -1.0556 0.37
H 22.8599 -0.6967 0.5748 0.42
H 22.6550 1.1043 -1.1170 0.39
O 12.0155 -11.3682 -6.2905 -0.61
C 12.0807 -10.1572 -6.4075 0.46
O 12.7442 -9.6226 -7.4204 -0.34
C 12.8993 -8.1974 -7.2800 -0.31
C 11.8222 -7.8654 -6.3355 -0.46
C 11.4813 -9.1406 -5.5014 -0.32
H 12.7078 -7.7731 -8.2656 0.25
H 13.9204 -7.9703 -6.9737 0.26
H 10.9079 -7.5318 -6.8263 0.27
H 12.0771 -7.1270 -5.5753 0.28
H 10.4146 -9.2718 -5.3195 0.27
H 12.0078 -9.2268 -4.5509 0.25
O 6.1976 -1.1284 -9.2167 -0.63
C 7.3557 -0.7499 -9.6521 0.49
O 8.2711 -1.6077 -10.0942 -0.31
C 9.4334 -0.9972 -10.4715 -0.38
C 9.2211 0.5530 -10.4603 -0.51
C 7.9833 0.6299 -9.6053 -0.30
H 9.7874 -1.2609 -11.4681 0.32
H 10.2697 -1.2155 -9.8075 0.24
H 9.1195 0.8899 -11.4920 0.25
H 10.0625 1.1559 -10.1187 0.31
H 7.2945 1.2960 -10.1248 0.22
H 7.9882 0.9399 -8.5603 0.30
O 16.2642 3.0555 3.2001 -0.60
C 15.2676 3.7364 3.3837 0.48
O 14.1488 3.6294 2.6209 -0.33
C 13.2388 4.5549 3.1488 -0.42
C 13.9559 5.4618 4.1761 -0.53
C 15.1141 4.5809 4.6210 -0.29
H 12.4227 3.9547 3.5513 0.32
H 12.9351 5.2747 2.3887 0.28
H 13.2578 5.6424 4.9935 0.28
H 14.2567 6.4215 3.7558 0.31
H 14.9668 3.9379 5.4888 0.28
H 15.9571 5.2590 4.7537 0.23
O 19.2652 -7.6606 -2.9027 -0.62
C 20.2374 -8.1659 -2.3346 0.52
O 20.3544 -8.1584 -0.9756 -0.35
C 21.5755 -8.8016 -0.5524 -0.34
C 22.3154 -9.0311 -1.8834 -0.52
C 21.3166 -8.9237 -2.9698 -0.23
H 21.5723 -9.7593 -0.0321 0.25
H 22.1269 -8.1149 0.0898 0.28
H 22.7926 -10.0111 -1.8931 0.33
H 23.0970 -8.2811 -2.0045 0.23
H 21.1057 -9.9229 -3.3509 0.26
H 21.8117 -8.4083 -3.7929 0.20

119
Properties=species:S:1:pos:R:3:mulliken_spin:R:1 method="wB97M-V/def2-TZVPD" e_tot_ev=-129987.5291 e_homo_ev="-11.67 / -11.67" homo_lumo_gap_ha="0.2394 / 0.1978" total_charge=+2 spin_multiplicity=6 fmax_ev_per_a=0.5
Mn 1.6663 -0.0944 0.6761 4.58
C 2.8510 2.7799 2.8144 0.01
C 2.4341 1.3366 2.7584 0.06
C 1.1378 0.9554 3.1234 0.01
C 0.7674 -0.3863 3.1849 0.00
C 1.7005 -1.3856 2.9034 0.01
C 3.0129 -1.0262 2.5732 -0.02
C 3.3709 0.3235 2.4831 0.02
H 2.0167 3.4450 2.5923 0.00
H 3.6735 2.9935 2.1323 0.00
H 3.1953 3.0097 3.8247 0.00
H 0.4119 1.7181 3.3810 0.01
H -0.2353 -0.6524 3.4962 0.01
H 1.4419 -2.4306 3.0080 0.01
H 3.7581 -1.7971 2.4335 0.01
H 4.4026 0.5916 2.2882 0.01
C 2.2908 0.1765 -2.5650 0.04
C 3.5870 -0.6262 -2.3293 -0.02
C 3.6571 -1.3128 -0.9558 0.14
Sb 1.9731 -2.7193 -0.6691 0.03
C 2.6645 -3.9659 -2.2570 0.01
C 4.0143 -4.3085 -2.2653 0.01
C 4.5363 -5.0384 -3.3245 0.00
C 3.7122 -5.4346 -4.3700 0.00
C 2.3592 -5.1299 -4.3407 0.00
C 1.8319 -4.3971 -3.2847 0.00
C 2.6963 -3.9522 0.9118 0.02
C 4.0361 -4.0886 1.2745 0.00
C 4.4024 -4.9570 2.2952 0.00
C 3.4331 -5.6985 2.9593 0.00
C 2.0972 -5.5730 2.6031 0.00
C 1.7293 -4.6996 1.5858 0.00
Sb 0.6751 -0.9525 -3.5037 0.02
C 1.2252 -0.4889 -5.5035 0.00
C 2.4945 -0.0363 -5.8570 0.00
C 2.7963 0.2323 -7.1877 0.00
C 1.8354 0.0412 -8.1695 0.00
C 0.5724 -0.4245 -7.8259 0.00
C 0.2692 -0.6957 -6.4990 0.00
C -0.8120 0.5782 -3.3527 0.00
C -0.5964 1.8564 -3.8700 0.00
C -1.5944 2.8221 -3.8048 0.00
C -2.8249 2.5116 -3.2340 0.00
C -3.0541 1.2388 -2.7261 0.00
C -2.0476 0.2794 -2.7805 0.00
H 2.4735 1.0621 -3.1741 0.00
H 1.8748 0.5355 -1.6113 -0.05
H 4.4450 0.0452 -2.4098 0.00
H 3.7162 -1.3887 -3.1017 0.00
H 3.7006 -0.5150 -0.1899 -0.11
H 4.5855 -1.8702 -0.8368 0.01
H 4.6673 -4.0369 -1.4458 0.00
H 5.5875 -5.2958 -3.3315 0.00
H 4.1234 -5.9940 -5.1999 0.00
H 1.7092 -5.4600 -5.1406 0.00
H 0.7703 -4.1911 -3.2605 0.00
H 4.8099 -3.5221 0.7670 0.00
H 5.4450 -5.0605 2.5677 0.00
H 3.7207 -6.3780 3.7507 0.00
H 1.3420 -6.1562 3.1140 0.00
H 0.6812 -4.6128 1.3149 0.00
H 3.2640 0.1066 -5.1066 0.00
H 3.7828 0.5877 -7.4571 0.00
H 2.0716 0.2494 -9.2048 0.00
H -0.1747 -0.5806 -8.5936 0.00
H -0.7204 -1.0613 -6.2434 0.00
H 0.3400 2.0909 -4.3664 0.00
H -1.4283 3.8028 -4.2352 0.00
H -3.6169 3.2512 -3.2188 0.00
H -4.0231 0.9863 -2.3099 0.00
H -2.2382 -0.7133 -2.3864 0.00
C 1.5665 3.2021 -0.7316 -0.02
N 0.1402 3.3395 -0.5779 0.00
C -0.5108 4.6123 -0.9229 0.00
C -1.9840 4.3623 -0.5633 0.00
N -1.9524 2.9872 -0.0630 0.00
C -0.7491 2.4378 -0.1605 0.02
S -0.5506 0.7881 0.2514 0.12
H 1.9116 2.3120 -0.2095 0.04
H 2.0663 4.0690 -0.2979 0.00
H 1.8454 3.1211 -1.7841 0.00
H -0.3675 4.8229 -1.9833 0.00
H -0.0706 5.4253 -0.3464 0.00
H -2.6414 4.4443 -1.4262 0.00
H -2.3381 5.0352 0.2146 0.00
H -2.7733 2.4015 -0.0303 0.00
C -2.8342 2.7417 6.5079 0.00
Si -3.3513 3.7548 5.0380 0.00
C -1.8421 4.5035 4.1939 0.00
C -4.5239 5.1155 5.4909 0.00
C -4.1814 2.5548 3.8325 0.00
Te -2.7903 1.1368 3.0476 0.01
C -4.0556 0.2241 1.5693 0.00
Si -4.4705 -1.5781 1.9618 0.00
C -5.6500 -2.1566 0.6487 0.00
C -5.2010 -1.6832 3.6620 0.00
C -2.8229 -2.4817 1.8741 0.00
H -2.3477 3.3520 7.2728 0.00
H -2.1423 1.9454 6.2215 0.00
H -3.7064 2.2719 6.9697 0.00
H -1.0719 4.7623 4.9263 0.00
H -2.1142 5.4248 3.6701 0.00
H -1.4064 3.8176 3.4613 0.00
H -4.0700 5.7584 6.2507 0.00
H -5.4594 4.7306 5.9032 0.00
H -4.7638 5.7403 4.6277 0.00
H -4.6396 3.0722 2.9872 0.00
H -4.9580 1.9910 4.3533 0.00
H -3.5024 0.2488 0.6222 0.00
H -4.9493 0.8459 1.4798 0.00
H -6.5640 -1.5578 0.6673 0.00
H -5.9403 -3.2008 0.7947 0.00
H -5.2075 -2.0724 -0.3475 0.00
H -6.0974 -1.0625 3.7452 0.00
H -4.4840 -1.3536 4.4156 0.00
H -5.4929 -2.7094 3.9017 0.00
H -2.6472 -2.8933 0.8753 0.00
H -2.7765 -3.3088 2.5866 0.00
H -2.0012 -1.7939 2.1021 0.00

125
Properties=species:S:1:pos:R:3:mulliken_spin:R:1 method="wB97M-V/def2-TZVPD" e_tot_ev=-150865.2457 e_homo_ev="-3.79 / -4.45" homo_lumo_gap_ha="0.2187 / 0.2429" total_charge=-1 spin_multiplicity=3 e_above_lowest_kj_mol=128.0 fmax_ev_per_a=3.9
Mo -0.3975 1.4579 -0.0950 1.75
C 2.2029 -5.7215 0.5963 0.00
C 1.5145 -5.2597 1.8830 0.00
C 2.5320 -5.3623 3.0299 0.00
C 0.3323 -6.2000 2.1636 0.00
C 0.9972 -3.8284 1.7723 0.00
C 1.0592 -3.0854 0.6057 0.01
C 0.5563 -1.7973 0.5734 0.01
Se 0.8002 -0.8028 -1.0478 0.04
C 2.5351 -0.1442 -0.4856 0.02
C 3.6848 -0.8826 -0.6407 0.00
C 4.9071 -0.3953 -0.1860 0.03
C 4.9167 0.8851 0.3522 -0.01
C 3.7791 1.6753 0.5168 0.02
C 2.5401 1.1153 0.1489 0.01
O 1.3617 1.6856 0.3380 0.12
C 3.9711 3.0973 1.0655 0.00
C 2.6952 3.9443 1.1150 -0.01
C 4.5382 3.0182 2.4905 0.00
C 4.9577 3.8333 0.1416 0.00
C 6.1525 -1.2747 -0.2836 0.00
C 5.9311 -2.5408 0.5584 0.00
C 6.3907 -1.6613 -1.7513 0.00
C 7.4079 -0.5658 0.2282 0.00
C -0.0378 -1.1562 1.6801 0.04
O -0.5604 0.0468 1.5703 -0.08
C -0.0533 -1.8954 2.8973 -0.01
C 0.4245 -3.2004 2.8749 0.00
C -0.5789 -1.3780 4.2490 0.00
C -0.8423 0.1324 4.3171 0.00
C 0.4616 -1.6772 5.3442 0.00
C -1.8901 -2.1091 4.5774 0.00
H 2.5721 -6.7416 0.7219 0.00
H 3.0549 -5.0810 0.3599 0.00
H 1.5078 -5.7195 -0.2449 0.00
H 2.9597 -6.3680 3.0677 0.00
H 2.0664 -5.1576 3.9945 0.00
H 3.3422 -4.6458 2.8830 0.00
H 0.6660 -7.2411 2.2022 0.00
H -0.4179 -6.1059 1.3768 0.00
H -0.1402 -5.9582 3.1166 0.00
H 1.4832 -3.4849 -0.3060 0.00
H 3.6112 -1.8540 -1.1187 0.00
H 5.8627 1.3016 0.6702 0.00
H 1.9542 3.5282 1.7938 0.00
H 2.2408 4.0406 0.1297 0.00
H 2.9518 4.9454 1.4711 0.00
H 3.8354 2.4971 3.1429 0.00
H 4.6991 4.0238 2.8869 0.00
H 5.4906 2.4847 2.5165 0.00
H 4.5600 3.8454 -0.8745 0.00
H 5.9374 3.3531 0.1244 0.00
H 5.0872 4.8643 0.4791 0.00
H 5.0482 -3.0850 0.2205 0.00
H 5.7746 -2.2711 1.6044 0.00
H 6.7968 -3.2056 0.4933 0.00
H 5.5562 -2.2391 -2.1496 0.00
H 7.2987 -2.2615 -1.8529 0.00
H 6.5012 -0.7608 -2.3584 0.00
H 7.3098 -0.2999 1.2821 0.00
H 7.6057 0.3403 -0.3476 0.00
H 8.2721 -1.2254 0.1256 0.00
H 0.3604 -3.7752 3.7916 0.00
H 0.0017 0.7023 3.9318 0.00
H -1.0023 0.4182 5.3608 0.00
H -1.7329 0.4120 3.7643 0.00
H 1.4125 -1.1992 5.1011 0.00
H 0.6424 -2.7442 5.4783 0.00
H 0.1161 -1.2792 6.3011 0.00
H -2.6356 -1.8930 3.8099 0.00
H -2.2823 -1.7797 5.5433 0.00
H -1.7411 -3.1902 4.6133 0.00
O -2.2093 2.8288 -3.1996 0.00
H -1.6978 3.5733 -2.8560 0.00
H -2.4017 2.2935 -2.4161 0.00
O -3.2097 1.0604 1.9404 0.00
H -3.6841 0.2371 1.7820 0.00
H -2.2604 0.8184 1.9132 0.00
Te -1.2235 3.8211 0.1877 -0.04
C -7.5361 5.0485 -2.9658 0.00
C -6.6103 4.6751 -1.8379 0.00
C -6.5527 5.4620 -0.6946 0.00
C -5.7066 5.1272 0.3519 -0.01
C -4.9599 3.9665 0.2899 0.00
C -5.0273 3.1524 -0.8388 0.00
N -4.2515 1.9757 -0.8631 -0.01
C -4.8162 0.7100 -0.9554 0.00
C -6.2053 0.5460 -0.9655 0.00
C -6.7870 -0.7058 -1.0299 0.01
C -5.9918 -1.8452 -1.0708 0.00
C -4.6208 -1.7083 -1.0784 0.01
C -4.0050 -0.4528 -1.0399 0.00
C -2.5335 -0.4456 -1.0926 0.03
O -1.9200 -1.4479 -1.4466 0.04
O -1.9278 0.6748 -0.7761 0.03
C -5.8091 3.5323 -1.9386 0.00
C -5.7772 2.7516 -3.2255 0.00
H -8.2375 5.8191 -2.6474 0.00
H -8.1080 4.1826 -3.3038 0.00
H -6.9821 5.4293 -3.8277 0.00
H -7.1686 6.3519 -0.6263 0.00
H -5.6408 5.7610 1.2271 0.00
H -4.3218 3.6683 1.1124 0.01
H -3.4495 2.0181 -0.2386 -0.01
H -6.8366 1.4206 -0.8876 0.00
H -7.8663 -0.7924 -1.0411 0.00
H -6.4453 -2.8279 -1.0787 0.00
H -3.9736 -2.5743 -1.1116 0.00
H -6.7306 2.2471 -3.4067 0.00
H -4.9900 2.0035 -3.2043 0.00
H -5.5884 3.4234 -4.0646 0.00
C 1.2389 -1.3424 -4.6409 0.00
N 1.5894 0.0450 -4.3416 0.00
C 0.6811 0.9928 -3.9697 0.01
S 1.1096 2.1357 -2.8034 0.01
N -0.4977 1.0747 -4.5810 0.00
C -0.8609 0.4624 -5.8406 0.00
H 2.1653 -1.9119 -4.6722 0.00
H 0.7508 -1.4363 -5.6091 0.00
H 0.5939 -1.7747 -3.8710 0.00
H 2.4104 0.1269 -3.7596 0.00
H -1.1449 1.7511 -4.1645 0.00
H -1.2690 -0.5442 -5.7144 0.00
H 0.0048 0.4185 -6.5032 0.00
H -1.6247 1.0800 -6.3093 0.00